Entry 1:
Entry from the OMol25 dataset: the molecule C15H16Br2N6O (ωB97M-V with the def2-TZVPD basis set).

```
40
Properties=species:S:1:pos:R:3:forces:R:3:nbo_charge:R:1
Br 0.115 -4.714 -0.613 0.545 0.159 0.886 0.0872
Br 3.886 -6.002 3.692 -0.590 1.027 -0.518 0.1194
N 3.225 -2.650 3.224 0.058 1.185 0.358 -0.2602
N -0.345 -0.372 -1.300 1.112 0.605 0.761 -0.5219
N 1.904 -0.966 2.066 1.168 -0.599 0.736 -0.4964
O 0.861 0.901 0.162 0.866 -1.680 0.345 -0.4872
C 2.821 -1.423 3.000 -0.471 -0.708 -0.335 0.2215
C 0.500 -0.343 -0.311 -3.388 2.339 -2.487 0.6826
C 1.449 -1.893 1.276 -0.012 0.758 -0.272 0.4522
C 1.907 -5.514 1.619 -0.567 1.101 -1.006 -0.3037
C 1.273 -4.438 0.900 0.011 -1.598 0.162 -0.1165
C 2.753 -4.982 2.545 0.142 1.435 0.279 0.0657
C 1.691 -3.264 1.470 0.854 -1.008 0.458 -0.0317
N 0.737 -1.562 0.176 1.592 -0.972 1.976 -0.5847
N 2.628 -3.577 2.464 -0.514 -1.759 -0.221 -0.1453
N -1.331 3.487 0.894 -1.288 0.799 1.338 -0.4491
C -1.672 4.366 -0.238 0.528 -0.702 -0.232 -0.2222
C -0.104 4.019 1.557 -0.597 -1.406 -0.183 -0.2251
C -0.582 4.133 -1.311 0.150 -0.117 -0.629 -0.4383
C 1.072 3.838 0.599 -0.241 -0.978 -0.534 -0.4376
C -0.507 1.011 -1.671 0.044 0.799 -0.542 -0.2719
C -1.263 2.057 0.538 0.604 0.320 0.582 -0.2604
C 0.557 3.237 -0.756 -0.462 -0.821 1.463 -0.2083
C -0.071 1.832 -0.452 -0.945 0.133 -0.356 0.2420
H 3.261 -0.663 3.617 0.180 0.099 0.207 0.1956
H 1.769 -6.554 1.450 -0.067 -0.524 -0.180 0.2467
H 0.359 -2.316 -0.371 -0.242 0.092 -0.375 0.4436
H -2.642 4.135 -0.709 0.153 -0.193 0.634 0.1992
H -1.725 5.429 0.062 0.162 -0.625 0.211 0.2021
H 0.071 3.474 2.501 -0.192 -0.019 -0.447 0.2034
H -0.228 5.052 1.859 -0.400 0.242 -0.222 0.2016
H -0.184 5.088 -1.641 0.268 0.078 -0.175 0.2141
H -1.068 3.667 -2.184 0.454 0.086 0.128 0.2075
H 1.535 4.764 0.370 0.608 0.986 -0.142 0.2048
H 1.810 3.183 1.065 0.133 -0.013 -0.310 0.2228
H 0.151 1.258 -2.499 0.204 -0.016 -0.472 0.1859
H -1.517 1.224 -2.008 -0.172 0.038 0.133 0.2007
H -2.217 1.711 0.091 0.427 0.494 0.141 0.2124
H -1.117 1.415 1.462 0.002 0.924 -0.877 0.2239
H 1.406 3.119 -1.425 -0.115 0.039 -0.284 0.2254
```
Forces are in eV/Å.

Results
structure (SMILES)	Brc1cc(Br)n2ncnc(NC3=NC[C@@]4(CN5CCC4CC5)O3)c12
relative energy (zero: lowest compared OMol25 entry of this formula, charge and spin)	0.0	kJ/mol

Entry 2:
Entry from the OMol25 dataset: a structure of composition C15H16BrFN3O6SZr (ωB97M-V with the def2-TZVPD basis set).

```
44
Properties=species:S:1:pos:R:3:forces:R:3:nbo_charge:R:1
Zr 1.261 -1.333 0.085 0.007 0.401 -0.027 2.3740
O -4.805 0.232 0.604 -0.002 0.001 0.000 -0.5667
C -3.581 -0.119 0.314 0.020 -0.006 0.003 0.4526
C -3.148 -0.562 -0.948 0.018 -0.002 0.005 -0.2914
C -1.833 -0.903 -1.122 -0.010 0.021 -0.014 0.0927
N -0.922 -0.827 -0.123 0.163 -0.081 -0.026 -0.6768
C -1.371 -0.406 1.071 -0.046 -0.033 -0.049 0.1868
Br 0.007 -0.395 2.412 -0.057 -0.037 0.007 0.2909
C -2.643 -0.041 1.368 0.024 -0.012 -0.013 -0.2960
H -5.430 0.162 -0.135 -0.002 0.000 -0.001 0.5274
H -3.836 -0.640 -1.780 0.001 -0.001 -0.003 0.2736
H -1.475 -1.248 -2.084 -0.003 0.000 0.003 0.2392
H -2.949 0.288 2.352 0.000 0.000 0.002 0.2942
F 1.151 -2.525 -2.114 -0.072 -0.036 -0.006 -0.2921
C 2.062 -3.434 -1.605 -0.027 -0.010 0.061 0.1397
C 1.663 -4.618 -1.119 0.014 -0.006 -0.001 0.1362
N 2.432 -5.229 -0.153 0.020 0.025 -0.027 -0.4049
C 1.691 -5.152 1.158 0.006 -0.026 0.036 -0.3099
C 1.308 -3.667 1.218 -0.010 0.040 0.009 0.8030
O 2.205 -2.769 1.429 -0.050 0.180 -0.169 -0.7379
O 0.221 -3.247 0.732 0.052 0.105 0.005 -0.6986
C 3.821 -4.890 -0.026 -0.013 0.032 -0.009 0.7924
O 4.590 -5.509 0.613 0.009 -0.010 0.009 -0.4050
N 4.178 -3.615 -0.601 -0.016 -0.019 0.014 -0.5731
C 3.243 -2.802 -1.078 -0.097 -0.049 -0.003 0.6309
O 3.205 -1.542 -0.926 -0.088 0.095 -0.006 -0.6822
H 0.655 -4.997 -1.259 0.004 0.004 -0.004 0.2867
H 2.361 -5.462 1.957 -0.004 -0.002 -0.005 0.3012
H 0.806 -5.784 1.125 0.004 0.008 0.003 0.2795
H 5.035 -3.223 -0.215 0.005 0.000 -0.012 0.4748
O 1.617 0.609 -0.234 0.325 -0.568 0.201 -1.0266
S 2.009 2.157 -0.134 -0.213 0.000 0.047 1.2333
C 3.650 2.167 0.616 0.042 -0.022 -0.014 -0.5666
C 4.645 1.968 -0.521 -0.011 0.002 -0.001 -0.4189
C 4.125 2.841 -1.658 0.002 -0.006 0.005 -0.4223
C 2.631 2.534 -1.807 0.006 -0.025 -0.014 -0.5495
H 3.659 1.440 1.429 -0.001 0.013 -0.003 0.2650
H 3.720 3.167 1.056 0.003 0.002 -0.002 0.2831
H 4.683 0.918 -0.817 0.000 0.005 0.001 0.2185
H 5.643 2.263 -0.200 -0.003 0.002 0.000 0.2780
H 4.629 2.644 -2.603 0.002 0.000 0.003 0.2745
H 4.269 3.897 -1.425 -0.002 0.003 -0.006 0.2460
H 2.439 1.624 -2.377 0.000 0.009 -0.004 0.2588
H 2.027 3.346 -2.207 -0.002 0.003 0.004 0.2853
```
Forces are in eV/Å.

Results
total charge	+3
relative energy (zero: lowest compared OMol25 entry of this formula, charge and spin)	46.5	kJ/mol

Entry 3:
Entry from the OMol25 dataset: a cluster of 9 separate species, C15H16Cl32I2O4P2 in total (ωB97M-V with the def2-TZVPD basis set).

```
71
Properties=species:S:1:pos:R:3:forces:R:3:mulliken_charge:R:1
C 1.796 -3.061 0.828 0.126 0.120 0.246 -0.8673
C 2.007 -1.633 1.364 -0.377 -0.183 0.213 -0.0854
C 0.721 -1.001 1.936 -0.021 0.029 -0.070 0.4001
C 0.453 0.400 1.398 -0.027 -0.086 0.023 -0.1338
O -0.863 0.833 1.686 -0.012 0.006 0.017 -0.0846
C -1.839 0.283 0.827 -0.101 0.004 -0.093 -0.4716
C -3.194 0.523 1.467 0.054 0.131 0.064 -0.2451
O -4.159 -0.257 0.781 -0.149 0.008 -0.059 -0.3841
C -4.955 -1.107 1.577 0.102 -0.087 -0.142 -0.2782
P -3.942 -2.522 2.252 0.042 0.025 0.075 0.2955
O -3.535 -1.960 3.732 0.172 0.043 -0.144 -0.3617
I -5.856 -3.984 2.777 -0.127 -0.018 -0.010 -0.2040
P 1.603 1.813 1.943 0.061 -0.008 -0.040 0.0873
O 0.520 2.608 2.882 0.094 -0.134 0.125 -0.1382
I 3.056 0.863 3.718 0.032 -0.066 0.054 -0.2287
H 0.749 -3.245 0.582 0.085 0.010 -0.163 0.2901
H 2.085 -3.801 1.580 -0.070 -0.005 -0.047 0.2724
H 2.408 -3.244 -0.055 -0.040 -0.051 0.029 0.0951
H 2.395 -0.994 0.565 0.069 -0.006 0.030 0.2535
H 2.760 -1.658 2.150 0.079 0.121 -0.153 0.1498
H -0.132 -1.624 1.646 0.017 0.068 0.043 0.2330
H 0.715 -0.974 3.029 0.070 0.089 -0.223 -0.6945
H 0.598 0.385 0.303 0.009 0.017 0.050 0.5972
H -1.711 -0.798 0.694 0.017 0.037 0.038 0.2228
H -1.790 0.750 -0.167 0.016 -0.037 0.035 0.1503
H -3.483 1.578 1.401 0.032 -0.056 -0.006 0.0060
H -3.122 0.262 2.528 -0.007 -0.042 -0.064 0.3774
H -5.472 -0.560 2.380 0.015 -0.062 -0.004 0.4305
H -5.706 -1.540 0.915 -0.012 0.100 0.029 0.0105
H -4.171 -1.339 4.104 -0.095 -0.026 0.169 0.3026
H 0.965 3.042 3.619 -0.015 0.196 -0.024 0.1819
C -2.161 5.789 2.753 -0.012 -0.037 -0.015 0.2166
Cl -3.099 6.191 4.196 -0.013 -0.007 0.012 -0.1068
Cl -2.716 6.783 1.400 -0.023 -0.003 0.028 -0.0924
Cl -0.450 6.112 3.061 0.014 0.018 0.024 -0.0764
Cl -2.369 4.084 2.363 0.011 0.003 -0.001 -0.0173
C 0.228 -2.089 6.118 -0.031 -0.011 0.063 0.2845
Cl 1.098 -2.844 4.778 0.042 -0.112 0.089 -0.0608
Cl -1.318 -2.909 6.344 0.012 -0.011 0.002 -0.0851
Cl 1.198 -2.227 7.589 0.001 -0.002 0.013 -0.1042
Cl -0.057 -0.383 5.767 -0.045 -0.013 -0.046 -0.0568
C 1.174 5.442 -1.165 0.035 -0.167 -0.031 0.2035
Cl 0.825 5.392 -2.893 -0.083 0.228 -0.048 -0.0824
Cl 0.358 6.798 -0.400 0.044 0.104 -0.114 -0.0863
Cl 0.594 3.939 -0.434 -0.095 -0.003 0.006 0.0662
Cl 2.919 5.570 -0.927 -0.003 0.021 0.030 -0.1015
C 5.926 -2.404 -0.242 0.027 -0.030 0.007 0.2918
Cl 4.760 -1.528 -1.241 -0.042 0.025 -0.005 -0.0533
Cl 7.444 -1.505 -0.198 0.016 -0.001 -0.004 -0.1035
Cl 5.301 -2.583 1.398 0.071 0.012 -0.026 -0.0605
Cl 6.203 -4.003 -0.941 0.001 -0.008 -0.010 -0.1021
C -0.451 -5.312 -2.373 -0.027 0.018 0.023 0.3194
Cl -1.676 -4.340 -3.193 -0.010 0.009 -0.008 -0.0934
Cl 1.082 -4.438 -2.364 0.018 -0.015 -0.080 -0.0458
Cl -0.963 -5.616 -0.710 -0.006 0.001 0.015 -0.0971
Cl -0.252 -6.848 -3.219 0.004 -0.009 -0.005 -0.1057
C -7.992 -1.710 -2.273 0.035 0.025 0.014 0.3503
Cl -8.850 -2.653 -3.492 -0.008 -0.008 -0.013 -0.1013
Cl -9.153 -0.789 -1.312 -0.013 0.010 0.010 -0.1046
Cl -7.091 -2.800 -1.214 -0.005 -0.071 0.017 -0.0718
Cl -6.869 -0.600 -3.061 0.007 0.010 -0.007 -0.0955
C 2.762 1.569 -4.945 0.004 -0.011 -0.001 0.2484
Cl 4.521 1.563 -5.062 0.011 -0.030 0.086 -0.0798
Cl 2.270 2.304 -3.420 0.023 -0.083 0.054 0.0361
Cl 2.083 2.505 -6.285 0.004 0.001 -0.014 -0.1255
Cl 2.160 -0.089 -5.027 -0.010 -0.023 0.012 -0.0829
C 6.731 3.118 -8.766 0.012 -0.004 0.006 0.3276
Cl 7.528 4.050 -7.493 0.008 0.006 0.010 -0.1037
Cl 6.751 4.040 -10.271 -0.004 0.008 -0.010 -0.1009
Cl 7.588 1.592 -8.999 0.006 -0.011 -0.003 -0.0990
Cl 5.065 2.789 -8.290 -0.016 0.031 -0.081 -0.0266
```
Forces are in eV/Å.

Results
structure (SMILES)	CCC[C@@H](OCCOCP(O)I)P(O)I.ClC(Cl)(Cl)Cl.ClC(Cl)(Cl)Cl.ClC(Cl)(Cl)Cl.ClC(Cl)(Cl)Cl.ClC(Cl)(Cl)Cl.ClC(Cl)(Cl)Cl.ClC(Cl)(Cl)Cl.ClC(Cl)(Cl)Cl
energy	-16886.2847	hartree